1.
99
Properties=species:S:1:pos:R:3:forces:R:3 method="wB97M-V/def2-TZVPD" lumo_energy_ev="0.002 / -1.699" homo_ev="-7.16 / -7.18" homo_lumo_gap_ev="7.17 / 5.48" total_charge=0 spin_multiplicity=2 de_lowest_kj_mol=0.0 s2=0.76
O -0.69769 -1.85677 -2.34797 0.232 -0.571 0.891
O -2.34772 -0.27946 -5.34404 -0.733 -0.073 -0.441
C 0.33770 -2.74595 -2.78044 -0.300 0.307 -0.454
C 0.85079 -3.81473 -1.82293 0.044 0.031 -0.272
H 1.15877 -2.07162 -3.04897 -0.048 -0.154 -0.050
H -0.02450 -3.22688 -3.70550 0.264 -0.057 0.136
H 1.14981 -3.40603 -0.85453 -0.121 -0.010 -0.059
H 1.74351 -4.26589 -2.28257 -0.254 0.114 0.113
H 0.11432 -4.61066 -1.68806 0.098 0.051 0.171
C -1.62216 -2.31532 -1.35119 0.209 0.483 0.036
C -2.91966 -2.77323 -1.98089 -0.144 -0.245 -0.063
H -1.82820 -1.42237 -0.74204 0.124 -0.553 -0.080
H -1.18158 -3.08806 -0.69128 -0.166 0.327 -0.365
H -3.36353 -1.96200 -2.57102 0.135 -0.152 0.097
H -3.62646 -3.05875 -1.19183 0.044 0.000 -0.165
H -2.76174 -3.63743 -2.63873 -0.068 0.113 0.092
C -3.44496 0.64809 -5.49088 0.479 -0.241 0.046
C -2.28908 -1.31231 -6.33684 0.055 0.455 0.272
C -4.57785 0.37952 -4.52848 -0.117 -0.112 0.050
H -3.83268 0.63609 -6.52570 0.292 0.113 0.210
H -3.02211 1.63658 -5.27182 -0.178 -0.190 -0.158
H -5.04786 -0.58344 -4.75282 0.041 0.136 0.272
H -5.33200 1.16389 -4.65169 0.019 -0.073 0.063
H -4.21603 0.40826 -3.49371 -0.106 -0.148 -0.199
C -3.54495 -2.15221 -6.43920 -0.055 -0.198 -0.006
H -1.43494 -1.93516 -6.04220 -0.156 0.163 -0.081
H -2.07568 -0.86255 -7.32128 0.076 -0.052 0.144
H -3.82468 -2.56005 -5.46262 0.005 0.074 -0.129
H -3.35777 -2.98872 -7.11827 -0.038 0.035 0.029
H -4.37857 -1.57717 -6.85385 0.041 -0.099 0.136
H -0.47870 -0.00486 -3.65744 0.301 0.838 -0.189
Cu 0.86674 1.20553 -0.76405 -0.256 0.122 -0.053
C -0.17593 1.06307 -3.75840 -0.128 -0.212 -0.169
Si 0.45200 1.62956 -5.45771 -0.406 -0.153 0.431
H -1.04444 1.65484 -3.44926 0.015 0.012 -0.006
H 0.62638 1.26534 -3.03175 -0.111 -0.084 -0.188
C 1.29329 0.19840 -6.31402 0.176 0.013 -0.070
C 1.64199 3.05640 -5.16771 0.214 0.012 -0.081
C -0.85592 2.31867 -6.62188 -0.141 -0.077 -0.241
C 2.40919 0.07909 -1.04912 0.092 -0.256 -0.251
Si 3.58887 1.11430 -0.03178 0.197 -0.577 0.281
H 2.58664 -0.01048 -2.13709 0.119 0.221 0.444
H 2.14804 -0.93520 -0.69402 0.311 0.474 0.004
C 4.25638 2.57396 -1.01172 -0.034 0.044 -0.168
C 5.04027 0.04436 0.53433 0.306 0.009 0.015
C 2.77940 1.79600 1.54798 0.326 -0.317 0.018
H -0.43403 2.43550 -7.63006 0.059 0.112 0.212
H -1.20086 3.30387 -6.28407 -0.003 -0.136 -0.079
H -1.72530 1.66508 -6.73357 0.327 0.163 -0.007
H 2.16639 -0.13150 -5.73569 -0.150 -0.053 -0.158
H 1.63222 0.52069 -7.30714 0.014 -0.173 0.132
H 0.59974 -0.64464 -6.43328 0.191 0.164 0.036
H 2.24024 2.91618 -4.25897 -0.056 0.038 -0.151
H 1.09656 4.00570 -5.08279 0.108 -0.176 0.046
H 2.33124 3.14760 -6.01666 -0.056 0.074 0.131
H 5.27752 -0.72441 -0.21122 -0.046 0.130 0.098
H 4.82408 -0.46463 1.48230 -0.027 0.053 -0.148
H 5.94549 0.64744 0.68416 -0.106 -0.094 0.052
H 2.10209 1.05436 2.03492 0.841 0.639 -0.506
H 2.18376 2.69678 1.33807 0.023 -0.145 0.075
H 3.54682 2.07170 2.28923 -0.081 0.010 -0.220
H 5.13745 2.99494 -0.50912 -0.185 -0.060 -0.067
H 3.50763 3.37287 -1.10072 0.136 -0.131 -0.039
H 4.55963 2.27243 -2.02266 -0.044 0.082 0.150
O -1.82489 0.68811 -0.84056 1.259 1.514 0.791
C -0.98617 1.39922 -0.33147 -2.140 -2.046 -1.050
C -1.14574 2.49990 0.61096 0.495 0.387 1.152
C -1.54403 3.73469 0.10659 0.018 0.377 0.202
C -1.41815 4.87076 0.89786 -0.053 0.126 0.124
C -0.85381 4.77162 2.17852 -0.080 -0.268 -0.290
C -0.51185 3.52500 2.70609 -0.083 0.113 0.137
C -0.69091 2.34963 1.95954 -1.017 -0.183 -1.412
P -0.07204 0.79233 2.64175 1.343 0.045 0.678
C -0.35274 1.04969 4.39256 -0.230 0.177 0.790
C 0.73042 0.88802 5.28394 -0.741 0.071 -0.174
C 0.54082 1.13545 6.64221 -0.157 0.005 0.113
C -0.71198 1.54608 7.11481 0.057 -0.064 -0.060
C -1.79137 1.68251 6.23482 0.087 0.061 0.075
C -1.61557 1.44888 4.87423 0.508 -0.188 0.289
C -0.25550 -1.02827 2.50851 -1.164 -0.706 -0.603
C -1.09039 -1.74864 3.39013 0.375 0.160 -0.175
C -0.85834 -3.10305 3.63116 0.290 -0.010 -0.251
C 0.20715 -3.75737 2.99557 -0.091 0.283 -0.032
C 0.97835 -3.07170 2.04800 -0.353 -0.202 0.078
C 0.69905 -1.74411 1.75488 0.018 0.610 0.314
H -1.94584 3.80041 -0.90348 0.171 -0.018 0.170
H -1.75584 5.83304 0.50472 0.201 -0.297 0.191
H -0.68032 5.66950 2.77438 -0.098 -0.284 -0.171
H -0.08666 3.46183 3.71122 -0.216 0.065 -0.364
H 1.69888 0.56744 4.89514 -0.260 0.132 0.130
H 1.37182 1.00181 7.33898 -0.272 0.106 -0.210
H -0.84996 1.76381 8.17830 0.059 -0.140 -0.389
H -2.77538 1.97535 6.60787 0.334 -0.045 -0.060
H -2.44950 1.58263 4.18223 0.256 -0.059 0.166
H -1.88959 -1.23250 3.92127 0.244 -0.120 -0.072
H -1.49607 -3.63908 4.33412 0.187 0.109 -0.177
H 0.43344 -4.79692 3.23322 -0.085 0.262 -0.056
H 1.81497 -3.55304 1.53659 -0.356 0.010 0.144
H 1.27589 -1.23341 0.98186 -0.108 -0.020 0.434

2.
17
Properties=species:S:1:pos:R:3:forces:R:3 method="wB97M-V/def2-TZVPD" lumo_energy_ev="-4.239 / -4.194" homo_ev="-7.39 / -8.07" homo_lumo_gap_ev="3.15 / 3.87" total_charge=0 spin_multiplicity=2 de_lowest_kj_mol=147.8 s2=1.43
In -0.57894 0.70737 1.57815 -0.328 0.018 -1.286
O -0.53875 1.06175 -1.57219 -2.025 0.559 -0.069
C -1.79610 1.46827 -2.11990 0.048 -0.311 1.862
C -3.12105 1.50142 -1.11886 1.582 -1.247 2.292
O -2.99298 1.85798 0.28065 1.718 0.035 -1.488
H -1.96565 0.79324 -2.95877 -0.302 -0.320 -0.145
H -1.56385 2.40057 -2.63464 -0.053 0.576 0.189
H -3.42013 0.46183 -0.98507 -0.031 -0.528 -1.005
H -4.00432 1.98999 -1.53022 0.333 0.570 -0.503
O 2.11232 -0.36317 -0.13697 0.672 -2.342 3.017
C 2.51946 -1.50444 0.61291 -1.003 2.295 -4.098
C 2.49661 -1.57308 2.17301 -2.675 1.251 3.348
O 1.26612 -1.23260 2.76085 2.284 -0.399 -1.587
H 3.55447 -1.70197 0.33393 0.474 0.087 0.274
H 1.91576 -2.31511 0.20492 -0.293 -0.406 0.421
H 3.30705 -0.98864 2.60858 0.080 0.961 -0.428
H 2.80993 -2.56334 2.50364 -0.481 -0.796 -0.794

3.
13
Properties=species:S:1:pos:R:3:forces:R:3 method="wB97M-V/def2-TZVPD" lumo_energy_ev=0.614 homo_ev=-8.97 homo_lumo_gap_ev=9.59 total_charge=0 de_lowest_kj_mol=188.3
C 1.51601 -2.72955 -2.91555 0.351 2.063 0.725
C 0.20154 -2.71967 -2.54527 2.716 -1.366 0.634
O -0.68560 -2.14357 -3.36161 0.399 0.618 -0.725
H 2.50624 -2.77877 -2.41623 -1.431 -1.418 0.947
H 1.86798 -2.00708 -3.65499 -1.207 -0.258 -0.958
H -0.22778 -3.25020 -1.65045 0.646 0.563 -0.931
H -1.54484 -2.35421 -3.05916 -1.476 -0.199 0.312
C 0.05442 2.67720 1.66919 1.790 1.685 1.610
S -0.53870 2.17348 3.31055 0.337 -0.266 0.165
H -0.40034 3.61379 1.34680 -0.175 -0.193 0.260
H 1.15339 2.79964 1.61383 -0.487 0.270 0.501
H -0.11357 1.93130 1.00813 -1.080 -2.215 -2.242
H 0.23115 1.05066 3.48594 -0.383 0.716 -0.298

4.
63
Properties=species:S:1:pos:R:3:forces:R:3 method="wB97M-V/def2-TZVPD" lumo_energy_ev="-5.285 / -4.627" homo_ev="-11.26 / -11.33" homo_lumo_gap_ev="5.97 / 6.70" total_charge=+1
Tl -0.32430 1.47087 -0.09263 -0.036 -0.320 -0.393
S -3.55516 1.70429 5.33808 -0.247 -0.222 -0.261
P -1.67344 1.98245 4.71849 1.242 0.284 -0.262
S -1.53298 1.16840 2.88475 -0.506 0.184 0.433
C -1.30427 3.77331 4.75394 -0.223 -0.637 -0.084
C -0.98173 4.45770 3.59238 0.074 -0.138 -0.056
C -0.80981 5.82941 3.63543 0.051 0.152 -0.084
C -0.97481 6.51638 4.82516 0.020 0.015 -0.020
C -1.29987 5.83057 5.98443 -0.016 0.052 0.096
C -1.46901 4.45954 5.95326 0.047 -0.065 -0.022
C -0.46538 1.12086 5.77523 -0.593 0.188 -0.179
C 0.89029 1.27897 5.51870 -0.003 0.140 -0.022
C 1.80577 0.53395 6.23546 0.089 0.040 -0.045
C 1.37419 -0.36750 7.19638 -0.040 -0.009 0.005
C 0.02231 -0.52766 7.44345 0.080 -0.064 0.070
C -0.90097 0.21183 6.72715 -0.132 0.111 0.035
H -0.87213 3.91653 2.66070 -0.033 -0.011 0.024
H -0.55365 6.37174 2.73834 0.010 0.029 -0.112
H -0.85671 7.58942 4.84787 0.028 0.071 0.015
H -1.42847 6.37094 6.90927 -0.023 0.021 0.107
H -1.74054 3.92807 6.85396 -0.002 -0.064 0.121
H 1.22159 1.97597 4.75990 0.050 0.053 -0.019
H 2.86022 0.65186 6.04661 0.152 0.032 -0.033
H 2.09729 -0.94593 7.74751 0.094 -0.083 0.098
H -0.31469 -1.22854 8.19043 -0.035 -0.087 0.079
H -1.95932 0.08669 6.90294 -0.056 -0.041 0.031
C 2.17499 -2.01569 -1.16747 -0.014 0.282 -0.003
C 1.23334 -2.84922 -1.97141 0.191 -0.223 0.151
C 0.12428 -3.48542 -1.20594 -0.319 0.075 -0.043
C 1.85937 -3.67309 -3.04326 -0.060 0.066 -0.274
Si -0.02747 -1.12376 -3.10855 0.155 -0.286 -1.305
O -0.31904 -0.28846 -1.84043 -0.255 0.667 0.934
C 1.22897 -0.40314 -4.32066 -0.496 -0.299 0.476
C 1.14455 -0.61286 -5.69632 -0.127 -0.175 0.051
C 1.99128 0.05074 -6.56655 0.030 0.021 -0.091
C 2.93003 0.94232 -6.07531 -0.030 -0.070 0.016
C 3.00950 1.18226 -4.71270 0.093 0.075 0.003
C 2.16631 0.51306 -3.84715 -0.055 -0.026 0.188
C -1.41661 -2.09608 -3.93135 0.541 0.345 0.348
C -1.22342 -3.09304 -4.88626 0.167 -0.006 0.032
C -2.30177 -3.70833 -5.49574 0.077 -0.075 -0.083
C -3.59255 -3.32764 -5.16953 -0.014 0.045 0.035
C -3.80242 -2.32772 -4.23313 -0.107 -0.057 -0.097
C -2.72267 -1.72119 -3.61908 0.096 0.075 0.163
H 2.73025 -2.66004 -0.47807 0.021 -0.147 -0.016
H 1.64025 -1.28508 -0.56534 0.003 0.021 0.044
H 2.90232 -1.50830 -1.79499 0.111 0.084 -0.054
H 0.53693 -4.22810 -0.51506 0.152 -0.053 0.020
H -0.57606 -4.00259 -1.85591 -0.097 -0.052 -0.048
H -0.41400 -2.75593 -0.60711 -0.093 0.059 0.088
H 2.51516 -4.41958 -2.58229 0.039 -0.046 0.132
H 2.48241 -3.08044 -3.70897 0.068 0.070 -0.086
H 1.12090 -4.21886 -3.62272 -0.061 -0.071 -0.066
H 0.39465 -1.28046 -6.09383 -0.056 -0.075 -0.071
H 1.90764 -0.11508 -7.63028 0.006 -0.034 -0.074
H 3.59531 1.45207 -6.75219 0.078 0.111 -0.109
H 3.71925 1.90216 -4.33417 0.088 0.031 0.057
H 2.20862 0.71425 -2.78566 0.089 0.060 0.111
H -0.22251 -3.39304 -5.16105 0.089 -0.052 -0.066
H -2.13155 -4.47930 -6.23285 -0.006 -0.059 -0.042
H -4.43082 -3.80589 -5.65117 -0.107 -0.042 -0.041
H -4.80779 -2.01850 -3.99222 -0.089 0.030 0.055
H -2.88206 -0.94012 -2.89244 -0.101 0.100 0.141

5.
23
Properties=species:S:1:pos:R:3:forces:R:3 method="wB97M-V/def2-TZVPD" lumo_energy_ev=0.898 homo_ev=-4.86 homo_lumo_gap_ev=5.76 total_charge=-1
Cs -2.89008 0.62325 1.21956 -0.070 0.093 -0.538
C 1.57201 1.50146 2.85915 1.638 -0.497 -0.050
F 0.45146 0.84583 2.58749 -0.667 0.698 0.294
F 1.50532 2.79251 2.40003 -0.252 -1.737 1.236
F 1.78980 1.42179 4.23201 -0.462 0.794 -2.391
S 2.99405 0.54954 1.92614 2.643 3.696 -0.915
O 4.03880 1.60033 1.69761 -3.025 -2.138 -0.198
O 3.42159 -0.46820 2.83776 -0.608 -0.309 -0.383
N 2.22486 0.07111 0.44041 2.576 5.342 3.171
S 1.87795 -1.35453 0.64827 -1.957 -7.840 -2.212
O 2.86186 -2.30617 0.10830 -1.310 1.333 0.531
O 1.23616 -1.76732 1.87708 -0.070 0.368 0.061
C 0.28163 -1.43443 -0.53376 3.504 -0.676 0.875
F -0.21401 -2.64750 -0.58216 0.168 -1.499 -0.697
F -0.62605 -0.75903 0.08888 -2.262 2.441 1.389
F 0.45600 -0.92701 -1.73334 0.083 -0.031 -0.650
C -2.59616 -0.14760 -2.68620 1.007 -0.399 0.672
C -3.46983 0.97102 -3.13302 -2.466 0.198 -0.268
O -3.31655 1.41621 -4.26535 0.819 0.525 -1.056
O -4.44819 1.26875 -2.37406 0.541 -0.047 1.143
H -1.70618 -0.22597 -3.31060 -0.078 -0.202 0.087
H -3.14977 -1.08562 -2.64436 -0.040 -0.022 -0.230
H -2.29467 0.06159 -1.65983 0.289 -0.093 0.130

What did the fifth record say?
23
Properties=species:S:1:pos:R:3:forces:R:3 method="wB97M-V/def2-TZVPD" lumo_energy_ev=0.898 homo_ev=-4.86 homo_lumo_gap_ev=5.76 total_charge=-1
Cs -2.89008 0.62325 1.21956 -0.070 0.093 -0.538
C 1.57201 1.50146 2.85915 1.638 -0.497 -0.050
F 0.45146 0.84583 2.58749 -0.667 0.698 0.294
F 1.50532 2.79251 2.40003 -0.252 -1.737 1.236
F 1.78980 1.42179 4.23201 -0.462 0.794 -2.391
S 2.99405 0.54954 1.92614 2.643 3.696 -0.915
O 4.03880 1.60033 1.69761 -3.025 -2.138 -0.198
O 3.42159 -0.46820 2.83776 -0.608 -0.309 -0.383
N 2.22486 0.07111 0.44041 2.576 5.342 3.171
S 1.87795 -1.35453 0.64827 -1.957 -7.840 -2.212
O 2.86186 -2.30617 0.10830 -1.310 1.333 0.531
O 1.23616 -1.76732 1.87708 -0.070 0.368 0.061
C 0.28163 -1.43443 -0.53376 3.504 -0.676 0.875
F -0.21401 -2.64750 -0.58216 0.168 -1.499 -0.697
F -0.62605 -0.75903 0.08888 -2.262 2.441 1.389
F 0.45600 -0.92701 -1.73334 0.083 -0.031 -0.650
C -2.59616 -0.14760 -2.68620 1.007 -0.399 0.672
C -3.46983 0.97102 -3.13302 -2.466 0.198 -0.268
O -3.31655 1.41621 -4.26535 0.819 0.525 -1.056
O -4.44819 1.26875 -2.37406 0.541 -0.047 1.143
H -1.70618 -0.22597 -3.31060 -0.078 -0.202 0.087
H -3.14977 -1.08562 -2.64436 -0.040 -0.022 -0.230
H -2.29467 0.06159 -1.65983 0.289 -0.093 0.130